14 unconnected molecules or ions with the total composition C26H48F3N9O31, computed with ωB97M-V with the def2-TZVPD basis set.

The geometry in XYZ format:
```
117
Properties=species:S:1:pos:R:3:forces:R:3
O 0.544 0.999 6.013 -1.0 -0.5 0.5
H -2.246 -1.994 -4.684 -0.3 -0.7 0.4
N -3.519 -1.250 -3.235 0.3 -0.8 0.2
H -1.181 2.508 -7.306 -0.6 -0.6 1.4
C -0.065 1.562 0.959 -0.4 -1.1 -0.1
H -0.002 3.966 -1.236 -0.9 -1.0 0.4
H -1.956 0.443 6.036 0.2 -0.1 0.0
O 3.322 -2.026 -0.738 0.2 0.3 0.1
C 3.264 1.647 -4.726 -0.9 0.2 -0.1
O 5.345 -2.093 -0.046 1.2 0.0 0.5
H -2.477 3.521 -1.177 -0.1 0.7 0.0
N 1.025 2.022 5.594 1.4 0.1 -0.8
C -4.878 -1.686 1.527 -1.7 -0.2 -0.7
O -0.547 1.164 2.156 -0.3 2.3 -1.2
O -3.097 -2.979 0.429 -0.9 0.9 0.2
N 1.012 4.384 -2.938 -0.7 -0.9 2.3
H 0.677 -2.240 -3.266 -0.1 1.1 0.3
H 1.682 0.112 -4.272 0.2 -0.3 -0.1
H 1.509 4.597 -0.825 -0.1 0.3 -0.6
C 0.664 4.724 -1.522 1.6 -0.3 0.3
C -2.217 2.670 -1.767 0.5 -1.3 0.4
H 4.048 -1.275 4.767 -0.5 -0.5 0.0
O 4.042 2.737 1.873 0.4 0.1 -0.6
H -3.051 1.092 1.462 0.4 0.5 1.3
N -4.012 0.672 6.150 0.5 -0.3 2.3
C -0.837 0.136 -5.478 2.6 0.1 0.9
O -0.411 1.381 -5.673 -1.8 0.9 -0.7
O -2.890 -0.656 -2.363 -0.3 -0.6 -0.9
H 0.666 -3.828 -3.874 0.2 -0.4 -0.4
O 3.282 -3.152 3.488 -0.6 -0.1 0.5
O 4.169 0.617 1.423 2.7 -2.3 -1.2
C 0.539 0.366 0.243 0.0 1.0 0.1
H 2.723 -1.309 5.953 -0.4 -0.5 0.9
H 3.974 1.413 -5.502 0.1 -0.1 -0.3
F 6.485 0.924 1.786 -0.1 -1.1 0.5
O 4.011 2.342 -3.670 -0.9 -0.7 -0.9
O 2.840 0.680 -2.723 0.4 1.2 2.0
O -0.215 2.667 0.504 -0.1 0.3 0.5
C -1.181 -4.255 2.694 -1.2 0.3 -2.1
O -4.872 1.115 5.458 -0.7 0.2 -2.2
C 2.964 -1.388 4.922 0.4 1.9 -0.8
C 4.045 -4.068 -0.098 1.2 0.4 1.4
H 5.725 0.643 -0.060 -0.8 0.6 1.3
H 0.284 -0.140 3.268 0.3 -0.8 1.2
O -2.922 -0.761 0.656 -0.8 0.4 -0.1
H 5.001 -4.576 -0.277 -0.3 0.0 0.4
C -3.608 -1.938 0.786 1.7 0.0 0.0
H -1.246 -4.075 1.557 -0.3 -0.2 1.8
F 3.565 -0.668 -4.305 0.0 -0.8 -0.3
H -1.261 2.688 -2.242 0.4 0.2 -0.6
H 1.478 -0.970 1.616 0.4 -0.2 0.0
H 2.406 2.268 -5.097 1.1 -0.3 0.5
C -0.329 -0.215 2.403 0.9 1.3 0.6
H -0.809 2.531 4.830 0.3 0.4 -0.1
C -3.756 0.403 1.070 0.7 -1.6 -1.6
C 3.501 1.536 2.043 -1.1 1.7 0.9
O -3.103 2.110 -3.880 -0.1 0.2 1.2
N -2.559 -3.895 3.286 2.0 1.2 -0.9
O 0.573 -4.996 -1.668 0.8 1.1 -0.6
H -0.024 3.886 5.662 0.4 0.0 0.0
O -4.398 2.417 -2.150 0.2 -0.3 -1.0
H 3.810 -3.959 1.001 -0.1 -1.3 -1.0
O 2.503 1.370 2.682 -0.5 -0.5 0.1
H 3.264 -4.429 -0.777 0.1 0.4 0.6
H -3.626 1.092 -6.114 1.0 0.2 -0.5
C -4.878 -0.204 1.891 0.6 0.4 -0.2
C 3.642 1.804 -2.527 0.0 -1.1 1.3
N 2.474 -2.667 4.288 3.2 1.9 -1.5
C -1.549 2.095 -6.305 1.4 1.8 -0.4
C 0.146 3.053 4.985 -0.5 -0.3 -1.5
H -0.455 -3.606 3.087 0.7 0.9 0.7
O 2.224 2.198 5.530 0.0 0.5 0.2
H -0.896 -5.279 2.861 -0.5 -0.4 0.3
O -0.111 -3.057 -1.106 0.3 0.6 -0.1
H 2.518 -0.432 4.485 0.1 -1.7 -0.1
C 2.713 0.364 -4.035 0.8 1.7 -1.1
C 0.491 -0.732 1.253 -0.3 -1.4 0.0
H -2.201 1.831 -1.077 0.0 -0.2 0.0
O 0.503 5.133 -3.727 0.6 -0.3 -1.6
H 0.610 3.334 3.982 -0.6 -0.2 1.6
O -4.053 0.820 7.361 0.7 -0.4 0.2
C -2.874 -2.481 -3.915 2.0 1.2 1.3
H -5.742 -1.824 0.829 0.7 -0.3 0.4
O -3.415 -4.718 3.226 -0.8 -0.6 0.3
H 5.978 3.145 1.526 -0.2 -0.5 -0.7
O -2.702 -2.724 3.667 0.1 -1.1 -0.1
C 5.179 2.590 0.990 0.3 2.5 0.3
O 1.382 -3.059 4.477 -2.1 -0.8 0.7
H 4.955 3.024 0.013 0.1 0.0 0.5
H -2.232 -3.007 -3.166 -0.5 0.8 -0.5
O -4.607 -0.922 -3.645 -0.1 0.1 0.0
H -2.851 -1.154 6.003 -0.1 1.5 -0.6
H -4.092 0.918 0.179 -0.4 -0.3 -0.5
N 4.306 -2.618 -0.302 -2.3 0.3 -1.9
H -0.055 0.174 -0.635 -0.4 -0.1 -0.4
N 0.519 -3.772 -1.851 -1.0 -1.4 0.8
O 1.563 3.292 -3.115 -0.6 1.6 -0.7
C -2.812 -0.081 5.629 -0.6 -0.6 -0.8
H -1.302 -0.571 2.633 -0.6 -1.2 -0.1
H -2.842 -0.005 4.517 0.1 -0.3 1.0
H 0.176 5.667 -1.510 0.0 0.8 0.0
H -1.850 2.938 -5.638 0.2 -0.9 -0.6
H 2.160 -3.250 -3.108 0.2 0.0 0.2
H -3.554 -3.190 -4.315 -1.1 0.0 -0.3
C -2.594 1.030 -6.540 -0.1 -1.2 -1.3
F -2.658 0.842 -7.948 -0.4 0.0 1.7
H -5.002 -2.427 2.330 0.1 0.5 -0.1
H -5.785 0.308 1.625 -0.6 0.0 0.1
H -4.662 -0.002 2.908 -0.1 -0.1 1.2
H 1.521 0.646 -0.119 0.3 -0.1 0.0
H 0.018 -1.633 0.889 0.1 -0.2 -0.4
C 5.455 1.136 0.924 -0.8 -0.6 -0.6
O -1.973 -0.154 -6.001 -3.1 0.8 -1.4
N -3.309 2.367 -2.692 -1.0 0.3 -0.1
O 3.982 2.156 -1.426 -0.6 -0.3 -1.4
O -0.191 -0.675 -4.895 0.8 -0.9 0.7
C 1.084 -3.204 -3.103 -0.3 -0.8 -0.1
```
Forces are in eV/Å.

**Gap between HOMO and LUMO**: 9.95 eV
**ΔE to the lowest compared entry with this formula, charge and spin**: 9.27 kcal per mole
**Largest force on an atom**: 4.049 eV Å⁻¹
**HOMO energy**: -10.266 eV
**Calculated total energy**: -112751.5252 eV

2 unconnected molecules or ions with the total composition CH5NO2S, computed with ωB97M-V with the def2-TZVPD basis set.

The geometry in XYZ format:
```
10
Properties=species:S:1:pos:R:3:forces:R:3
H 2.863 1.915 1.205 -1.0 -1.0 -1.8
H 0.118 1.461 -2.216 -2.2 -0.8 0.5
O 3.357 -0.535 -0.595 -0.5 0.5 1.3
H 1.295 1.944 0.660 0.1 -0.6 -0.3
H -0.733 0.643 -0.783 -0.4 0.1 0.2
H -1.659 0.623 -2.373 -0.3 0.0 -0.6
O 0.886 -0.496 -0.246 2.1 0.3 1.5
S 2.247 -0.163 0.280 -1.6 0.1 -2.5
N 2.218 1.569 0.409 1.2 0.5 2.0
C -0.860 1.002 -1.784 2.6 1.0 -0.3
```
Forces are in eV/Å.

**Gap between HOMO and LUMO (spin up / spin down)**: 5.88 / 10.39 eV
**ΔE to the lowest compared entry with this formula, charge and spin**: 112.03 kcal per mole
**Largest force on an atom**: 2.969 eV Å⁻¹
**HOMO energy (spin up / spin down)**: -8.629 / -10.236 eV
**Calculated total energy**: -17534.0851 eV

A gas-phase ion, CH3O2 (charge -1), computed with ωB97M-V with the def2-TZVPD basis set.

The geometry in XYZ format:
```
6
Properties=species:S:1:pos:R:3:forces:R:3
C 0.106 -0.274 -0.336 -0.9 1.1 -0.6
H -0.979 -0.488 -0.541 0.0 0.2 0.1
O 0.735 -1.242 0.190 0.5 0.0 0.3
O -0.027 1.108 0.566 -0.3 -1.7 0.3
H -0.325 0.614 1.353 0.2 0.7 -0.1
H 0.490 0.281 -1.231 0.4 -0.4 0.0
```
Forces are in eV/Å.

**SMILES**: [O-]CO
**Total charge**: -1
**Gap between HOMO and LUMO**: 7.75 eV
**ΔE to the lowest compared entry with this formula, charge and spin**: 4.87 kcal per mole
**Largest force on an atom**: 1.721 eV Å⁻¹
**HOMO energy**: -2.707 eV
**Calculated total energy**: -5180.1135 eV

A molecular structure, C26H40N12O4RbS, computed with ωB97M-V with the def2-TZVPD basis set.

The geometry in XYZ format:
```
84
Properties=species:S:1:pos:R:3:forces:R:3
N 13.749 7.689 15.231 1.8 -2.6 2.1
H 9.453 9.271 11.875 0.2 -0.5 -0.2
C 7.877 14.279 15.481 0.8 -1.9 -1.1
H 7.667 7.946 8.651 -1.2 1.2 0.6
N 10.612 13.598 11.680 0.2 -0.4 0.1
N 12.348 9.212 9.071 0.0 0.3 0.0
C 11.402 8.873 8.296 -0.1 -0.5 -1.2
O 12.764 13.797 14.026 -0.7 -0.9 -0.5
C 9.986 8.019 10.097 0.2 -0.4 -0.9
S 11.913 12.618 14.159 0.0 1.6 2.0
H 10.873 14.063 8.296 -0.4 0.1 0.8
H 9.900 10.126 10.411 0.3 -0.4 0.3
C 10.862 13.628 9.304 0.1 -0.1 -0.9
H 7.908 6.270 8.413 0.5 0.1 0.3
C 15.936 14.218 8.133 -0.6 0.1 1.0
N 11.800 8.851 15.835 -1.8 2.2 -0.7
C 12.812 8.577 15.037 0.8 -0.4 0.4
H 18.040 10.089 8.765 -0.4 -1.2 0.4
H 8.376 9.393 10.476 0.0 -0.4 0.2
H 15.522 16.690 8.606 0.1 0.2 0.0
C 19.341 12.892 7.543 0.5 -1.8 0.5
C 10.368 14.115 10.481 -0.4 1.3 2.0
H 8.983 15.983 16.007 0.0 0.6 0.5
N 16.098 14.895 9.434 0.7 -0.3 0.6
C 8.014 7.257 7.943 0.2 -1.9 0.3
C 17.991 11.093 8.426 1.9 0.7 -0.7
H 15.975 14.960 7.312 -0.1 -0.2 0.5
N 6.647 14.882 15.573 -0.5 0.1 0.0
H 14.371 16.077 9.763 -0.7 0.0 0.2
N 11.494 11.727 10.627 1.1 -0.4 -1.9
C 15.431 16.158 9.552 0.6 0.6 0.4
H 9.857 6.662 7.139 0.4 0.8 0.6
H 20.321 13.188 7.250 0.5 0.8 -0.4
H 11.431 8.167 6.299 0.2 -0.9 -0.7
H 11.446 9.812 15.708 0.1 -0.6 0.2
H 11.679 11.870 8.567 0.2 -0.8 -0.3
C 11.364 12.368 9.461 0.4 -0.6 0.3
H 10.898 7.722 10.572 0.8 -0.2 0.3
H 9.284 11.390 14.179 -0.1 1.0 0.1
H 14.958 9.272 13.483 -0.6 0.1 0.0
H 15.920 14.727 11.509 0.1 -0.1 -0.3
H 7.081 12.424 14.713 0.6 0.3 0.3
H 10.914 9.804 6.368 0.6 -0.2 0.4
C 11.629 9.072 6.812 -0.4 1.1 0.5
H 9.731 14.966 10.652 -0.1 0.6 -0.9
C 10.271 14.428 15.432 -0.8 -1.9 -0.7
O 14.764 6.296 16.649 -1.0 0.8 -0.3
H 6.609 15.483 16.374 -0.5 0.2 0.3
N 11.598 11.778 12.892 0.3 0.3 -1.2
H 14.919 13.587 10.702 -0.3 -0.3 -0.3
C 9.428 7.602 7.589 0.7 0.0 -0.3
N 14.111 8.956 12.985 -0.5 -1.0 1.2
C 11.277 12.429 11.717 -0.8 -0.3 1.2
O 12.319 11.704 15.205 0.7 -1.1 0.2
N 12.961 9.159 13.861 0.0 1.4 -2.2
H 14.960 13.725 8.186 -0.3 -0.2 -0.6
N 13.898 7.153 16.508 -0.4 0.8 0.8
C 9.418 9.212 10.783 -1.1 1.8 -0.2
H 9.379 7.140 10.139 -0.7 -0.4 0.2
H 9.389 8.331 6.780 0.0 -0.1 0.0
H 12.657 9.404 6.698 -0.1 0.0 -0.2
O 13.224 7.605 17.499 1.3 -1.3 -1.5
C 9.037 14.950 15.744 0.7 0.7 0.0
C 16.833 11.848 8.449 -0.8 1.2 -0.2
H 12.368 9.954 13.599 0.3 -0.2 -0.1
H 7.398 7.086 7.067 -0.2 0.8 -0.3
C 18.230 13.708 7.543 0.6 0.8 -0.5
H 11.141 14.994 15.582 1.1 0.6 0.1
C 10.362 13.154 14.829 0.2 1.7 -0.3
C 15.906 14.053 10.637 0.9 0.8 0.2
N 10.233 8.268 8.674 -0.8 -0.7 -0.9
H 18.400 14.763 7.177 -0.6 -1.0 0.5
C 19.259 11.565 7.992 -2.5 1.6 0.0
H 20.105 10.944 8.008 1.1 -0.8 0.0
H 15.904 16.785 10.361 -0.5 -0.6 -0.7
Rb 14.432 10.598 10.179 0.5 0.4 0.1
H 11.769 8.456 16.754 0.5 -0.1 0.1
H 5.912 14.198 15.520 -0.4 0.2 0.3
H 14.261 7.922 12.992 -0.3 1.0 -0.1
C 17.014 13.203 7.988 0.3 -0.9 0.1
C 8.012 12.979 14.962 -1.7 -0.4 -0.4
H 12.040 9.091 10.018 0.1 0.0 0.8
C 9.217 12.423 14.589 0.0 -0.6 0.4
H 16.720 13.307 10.828 -0.8 0.5 -0.7
```
Forces are in eV/Å.

**Total charge**: -1
**Gap between HOMO and LUMO**: 5.55 eV
**ΔE to the lowest compared entry with this formula, charge and spin**: 83.02 kcal per mole
**Largest force on an atom**: 3.787 eV Å⁻¹
**HOMO energy**: -3.750 eV
**Calculated total energy**: -65168.3129 eV

3 unconnected molecules or ions with the total composition C7H20FNO4S, computed with ωB97M-V with the def2-TZVPD basis set.

The geometry in XYZ format:
```
34
Properties=species:S:1:pos:R:3:forces:R:3
O -1.413 -1.194 -3.010 -0.1 -0.2 -0.1
H 2.094 0.632 3.881 0.0 0.0 0.0
C -4.709 0.383 -3.424 -0.2 -0.3 -0.3
H 1.171 1.787 -2.719 0.0 0.0 0.0
C -0.090 1.429 -1.003 0.1 0.0 0.1
H 1.447 -1.905 2.863 0.0 0.0 0.0
H -0.971 0.950 0.911 0.0 0.0 0.0
H -0.189 3.340 -0.619 0.0 0.0 0.0
C 2.240 -1.776 4.852 -0.1 0.0 0.0
H 4.166 -0.568 3.253 0.0 0.0 0.0
H 2.889 -1.120 5.439 0.0 0.0 0.0
C 3.482 -1.240 2.727 0.0 0.0 -0.1
H -3.597 -0.823 -2.165 -0.1 -0.1 0.0
H -4.636 0.650 -4.475 0.0 0.0 0.0
F -2.239 0.437 -4.560 0.0 0.0 0.0
O 1.525 0.026 3.394 -0.1 0.0 0.0
C 0.014 0.981 0.445 -0.1 0.0 0.0
H 0.631 1.676 1.021 0.1 0.0 0.0
H 3.933 -2.232 2.701 0.0 0.0 0.0
H 3.377 -0.877 1.704 0.0 0.0 0.0
H -5.746 0.120 -3.226 0.1 0.0 0.1
H 2.658 -2.783 4.882 0.0 0.0 0.0
H 1.924 2.184 -1.171 0.0 0.0 0.0
C 2.131 -1.265 3.424 0.1 0.0 0.1
H 0.465 -0.009 0.524 0.0 0.0 0.0
H -0.739 0.745 -1.551 0.0 0.0 0.0
N -3.868 -0.802 -3.143 0.5 0.5 0.2
S -2.455 -0.999 -3.958 -0.2 -0.1 0.1
O -0.735 2.703 -1.092 -0.1 -0.1 -0.1
H -4.406 1.238 -2.823 0.0 0.0 0.0
H 1.259 -1.792 5.329 0.0 0.0 0.0
C 1.270 1.470 -1.681 0.0 0.0 -0.1
H 1.750 0.491 -1.660 0.0 0.0 0.0
O -2.633 -1.856 -5.070 0.0 0.2 0.0
```
Forces are in eV/Å.

**SMILES**: CNS(=O)(=O)F.CC(C)O.CC(C)O
**Gap between HOMO and LUMO**: 10.73 eV
**Largest force on an atom**: 0.721 eV Å⁻¹
**HOMO energy**: -10.075 eV
**Calculated total energy**: -30815.6363 eV

A single C23H25ClN4O4S molecule, computed with ωB97M-V with the def2-TZVPD basis set.

The geometry in XYZ format:
```
58
Properties=species:S:1:pos:R:3:forces:R:3
H -1.011 -1.712 -0.881 -0.1 0.0 -0.1
C -2.886 1.520 -1.468 0.0 0.1 -0.1
H -3.847 0.338 -2.981 0.0 0.0 -0.1
S -1.582 2.984 0.469 0.4 0.0 0.0
C 5.344 -0.402 0.653 0.1 -0.2 -0.1
C 4.993 0.101 -1.822 0.2 -0.2 -0.1
N -2.031 -2.427 1.543 0.0 -0.4 0.5
C -3.194 -1.945 1.038 -0.1 0.1 0.0
H 2.330 3.560 -0.555 0.0 -0.1 -0.1
C -2.515 0.419 0.640 -0.1 -0.2 0.0
C -2.423 1.534 -0.166 0.3 0.6 0.3
O 2.651 1.656 0.164 0.1 -0.2 -0.1
C 1.998 -1.749 0.732 -0.8 0.0 -0.2
C 0.255 -2.274 2.239 -0.1 0.1 0.0
H -0.086 -2.551 3.226 0.0 0.0 0.1
H 3.561 -0.863 -3.122 0.0 -0.1 0.1
C -0.695 -2.134 1.215 0.4 0.1 -0.2
C 0.561 1.697 1.399 0.3 -0.3 0.5
C 1.603 -2.090 2.016 0.2 0.0 0.0
H 2.539 1.164 2.112 -0.1 0.1 0.0
H 0.112 1.967 2.354 0.1 -0.1 0.1
H -2.172 0.474 1.662 0.1 -0.1 0.2
H 0.362 1.319 -1.253 0.0 0.1 0.0
H 5.053 -2.515 0.304 0.0 0.0 0.1
C 2.102 2.516 -0.812 -0.3 0.1 -0.2
H 6.126 -0.442 1.413 0.0 0.0 0.0
C 0.586 2.341 -0.911 0.3 0.0 -0.5
Cl -4.237 -2.204 -1.809 -0.1 -0.1 -0.2
H 6.714 0.592 -0.653 0.1 0.0 0.0
O -1.787 4.068 -0.443 0.0 -0.2 -0.3
H 5.547 0.368 -2.724 0.0 0.0 0.0
H 2.309 2.908 1.765 0.0 -0.1 0.0
C 4.509 -1.679 0.762 0.4 0.1 0.2
N 3.219 -1.555 0.141 -0.2 0.0 -0.2
H -2.158 -3.131 2.262 -0.1 0.1 -0.2
H 0.332 0.648 1.155 0.0 0.0 0.1
H 4.342 -1.922 1.814 0.0 0.0 -0.1
C 2.079 1.885 1.433 -0.3 0.0 0.2
C 5.994 -0.227 -0.717 -0.2 0.3 0.1
H -2.796 2.416 -2.061 0.0 0.1 -0.1
C -3.068 -0.752 0.137 -0.3 0.2 -0.1
H 2.577 2.253 -1.758 -0.1 0.1 0.0
H 4.704 0.458 0.858 0.0 0.0 0.1
H 6.550 -1.132 -0.978 0.1 0.0 0.0
O -1.903 3.158 1.853 0.0 -0.4 0.1
H 4.402 0.964 -1.516 0.0 0.1 -0.1
N 1.698 -1.268 -1.466 -0.1 0.1 -0.6
N 0.031 2.590 0.398 -0.9 0.5 0.1
O -4.265 -2.411 1.360 -0.1 0.0 0.0
C 1.046 -1.577 -0.304 0.4 -0.1 0.7
H 2.313 -2.225 2.819 0.0 0.0 0.1
H 0.154 3.068 -1.597 0.1 0.0 -0.2
C -0.308 -1.784 -0.070 0.2 -0.1 0.1
C 4.050 -1.057 -2.167 0.1 0.2 0.0
H 4.632 -1.979 -2.265 0.0 0.0 -0.1
C -3.556 -0.761 -1.170 0.2 0.2 0.3
C -3.468 0.370 -1.972 0.0 -0.1 0.1
C 2.970 -1.271 -1.172 -0.1 -0.1 -0.1
```
Forces are in eV/Å.

**SMILES**: O=C(Nc1ccc2c(c1)nc1n2CCCCC1)c1cc(S(=O)(=O)N2CCOCC2)ccc1Cl
**Gap between HOMO and LUMO**: 8.73 eV
**ΔE to the lowest compared entry with this formula, charge and spin**: 0.00 kcal per mole
**Largest force on an atom**: 1.050 eV Å⁻¹
**HOMO energy**: -8.332 eV
**Calculated total energy**: -61766.1284 eV